Computed, not measured: C4H5N3O2S as an isolated structure, with the ωB97M-V functional and the def2-TZVPD basis.

Output
Energy above the lowest of the compared OMol25 structures with the same formula, charge and spin ... 55.81 kcal/mol
Gap between HOMO and LUMO (spin up / spin down) ... 6.063 / 6.559 eV
Max |F| ... 6.955 eV Å⁻¹

ORCA input file:
```
! wB97M-V def2-TZVPD RIJCOSX def2/J DEFGRID3
* xyz 0 1
C -2.01 -1.39 -0.44
C -2.33 -0.06 -0.06
C -0.33 -0.65 0.62
C 1.73 0.83 -0.07
N -0.73 -1.62 -0.14
N -1.17 0.33 0.64
N 3.03 1.16 -0.09
O 0.96 1.60 -0.55
O 1.47 -0.26 0.64
S -3.54 1.02 -0.27
H -2.53 -2.14 -1.01
H -0.30 -2.48 -0.35
H -1.33 1.04 1.31
H 3.30 1.92 -0.64
H 3.77 0.70 0.42
*
```